ORCA calculation (ωB97M-V/def2-TZVPD) on one molecule with the formula C4H3BrCl2O3 in a non-equilibrium geometry.

CARTESIAN COORDINATES (ANGSTROEM)
C -1.054 1.396 -0.431
C -0.104 0.172 -0.532
Br -0.332 -0.628 -2.281
O 1.283 0.422 -0.433
C 1.962 -0.402 0.388
O 3.025 -0.231 0.863
O 1.191 -1.523 0.647
C -0.181 -1.142 0.636
Cl -0.668 -0.547 2.219
Cl -1.304 -2.386 0.181
H -0.817 2.116 -1.253
H -0.895 1.920 0.574
H -2.105 0.833 -0.577

**Structure (SMILES)**: C[C@@]1(Br)OC(=O)OC1(Cl)Cl
**F_max**: 2.9 eV Å⁻¹
**HOMO-LUMO gap**: 11.1341 eV

***

ORCA calculation (ωB97M-V/def2-TZVPD) on one molecule with the formula C4H3BrClNOS in a non-equilibrium geometry.

CARTESIAN COORDINATES (ANGSTROEM)
C 0.868 -1.728 -0.780
C 1.269 -0.667 -1.413
C -0.601 -0.827 0.773
C -0.898 1.608 1.019
N -0.316 0.406 0.450
O -1.190 -1.542 1.513
S 0.701 0.949 -0.805
Cl 2.329 -0.512 -2.748
Br 1.057 -3.459 -1.371
H -2.009 1.524 1.116
H -0.511 1.882 2.006
H -0.699 2.366 0.239

**F_max**: 3.6 eV Å⁻¹
**HOMO-LUMO gap**: 8.7683 eV

***

ORCA calculation (ωB97M-V/def2-TZVPD) on C4H3BrClNOS as an isolated structure in a non-equilibrium geometry.

CARTESIAN COORDINATES (ANGSTROEM)
C -1.046 -3.415 -1.701
C -0.093 -3.817 -0.880
C -1.182 -1.413 -1.455
C -0.047 -0.028 0.150
N -0.214 -1.247 -0.579
O -2.070 -0.840 -1.969
S 0.826 -2.486 -0.037
Cl 0.353 -5.416 -0.362
Br -2.292 -4.321 -2.706
H 0.455 0.729 -0.536
H -1.140 0.428 0.362
H 0.560 -0.183 1.090

**F_max**: 5.5 eV Å⁻¹
**HOMO-LUMO gap**: 9.1242 eV

***

ORCA calculation (ωB97M-V/def2-TZVPD) on one molecule with the formula C4H3BrO in a non-equilibrium geometry.

CARTESIAN COORDINATES (ANGSTROEM)
C 0.627 -2.222 0.024
C 1.216 -1.166 -0.006
C 0.179 1.555 0.035
C 1.916 0.043 -0.040
O 1.395 1.211 -0.060
Br 3.885 0.000 -0.002
H 0.213 -3.103 -0.367
H -0.806 0.919 0.026
H -0.064 2.659 0.235

**F_max**: 6.0 eV Å⁻¹
**HOMO-LUMO gap (alpha / beta)**: 7.8808 / 7.5938 eV

***

ORCA calculation (ωB97M-V/def2-TZVPD) on a 2-piece molecular cluster, C4H3BrO overall in a non-equilibrium geometry.

CARTESIAN COORDINATES (ANGSTROEM)
C 2.433 0.211 -1.556
C 1.957 0.155 -0.465
Br 1.362 0.075 1.276
H 2.608 0.531 -2.576
C -1.724 0.023 0.217
C -1.688 -0.469 1.391
O -1.824 -0.872 2.457
H -1.115 0.860 -0.091
H -2.008 -0.514 -0.654

**Structure (SMILES)**: C#CBr.C=C=O
**F_max**: 3.0 eV Å⁻¹
**HOMO-LUMO gap**: 9.8844 eV

***

ORCA calculation (ωB97M-V/def2-TZVPD) on a 2-piece molecular cluster, C4H3BrO overall in a non-equilibrium geometry.

CARTESIAN COORDINATES (ANGSTROEM)
C 0.968 3.383 -0.311
C -0.018 2.684 -0.110
C -1.519 -1.675 -0.393
C -0.812 1.664 0.134
O -0.874 -2.551 -0.907
Br -2.476 2.023 0.811
H 1.712 4.012 -0.175
H -1.019 -0.529 -0.165
H -2.603 -1.843 0.009

**F_max**: 4.4 eV Å⁻¹
**HOMO-LUMO gap (alpha / beta)**: 6.6092 / 6.6096 eV

***

Please write out number 5 again, unchanged.
ORCA calculation (ωB97M-V/def2-TZVPD) on a 2-piece molecular cluster, C4H3BrO overall in a non-equilibrium geometry.

CARTESIAN COORDINATES (ANGSTROEM)
C 2.433 0.211 -1.556
C 1.957 0.155 -0.465
Br 1.362 0.075 1.276
H 2.608 0.531 -2.576
C -1.724 0.023 0.217
C -1.688 -0.469 1.391
O -1.824 -0.872 2.457
H -1.115 0.860 -0.091
H -2.008 -0.514 -0.654

**Structure (SMILES)**: C#CBr.C=C=O
**F_max**: 3.0 eV Å⁻¹
**HOMO-LUMO gap**: 9.8844 eV